No. 1
# C10H24MnO4PSSe3Te2

A molecular structure, C10H24MnO4PSSe3Te2 (ωB97M-V with the def2-TZVPD basis set, OMol25).

Last column: natural (NBO) charge in e.
CARTESIAN COORDINATES (ANGSTROEM)
Mn  -0.214  0.616  -0.434  0.725
Se  1.522  1.362  -1.804  -0.112
Se  0.651  3.211  -2.835  -0.037
Te  -1.650  2.467  -3.435  0.612
Se  -1.911  0.349  -2.345  -0.353
C  -4.258  2.614  3.030  -0.635
C  -3.763  2.235  1.662  -0.056
O  -2.446  1.590  1.770  -0.845
P  -1.103  2.319  1.438  2.064
O  -0.864  2.477  -0.060  -1.108
Te  0.643  0.832  2.043  -0.097
O  -1.233  3.696  2.164  -0.829
C  -0.171  4.706  2.105  -0.059
C  -0.410  5.643  0.952  -0.642
H  -5.258  3.042  2.944  0.230
H  -3.609  3.353  3.496  0.224
H  -4.317  1.737  3.673  0.225
H  -3.680  3.088  0.988  0.188
H  -4.388  1.481  1.188  0.203
H  0.788  4.189  2.033  0.194
H  -0.225  5.199  3.072  0.208
H  -0.426  5.099  0.008  0.225
H  0.393  6.380  0.906  0.232
H  -1.352  6.178  1.069  0.222
C  -0.110  -5.694  0.039  -0.602
C  0.155  -4.193  0.029  -0.412
C  0.377  -3.688  -1.390  -0.589
S  0.989  -2.022  -1.533  1.269
O  0.089  -1.273  -0.520  -0.992
C  2.571  -2.104  -0.706  -0.594
C  3.634  -2.813  -1.542  -0.413
C  3.977  -2.111  -2.849  -0.618
H  -0.306  -6.042  1.052  0.230
H  0.741  -6.255  -0.350  0.209
H  -0.980  -5.945  -0.571  0.213
H  1.013  -3.963  0.663  0.204
H  -0.692  -3.658  0.457  0.227
H  -0.560  -3.653  -1.953  0.252
H  1.057  -4.315  -1.975  0.246
H  2.425  -2.566  0.271  0.245
H  2.831  -1.053  -0.546  0.243
H  3.327  -3.845  -1.727  0.209
H  4.522  -2.884  -0.912  0.235
H  3.154  -2.132  -3.565  0.210
H  4.833  -2.592  -3.321  0.233
H  4.240  -1.065  -2.678  0.215

Computed properties:
E   -10327.1470 Ha
Orbital gap (spin up / spin down)   5.8 / 5.9 eV
HOMO (spin up / spin down)   -10.8 / -11.0 eV
Spin multiplicity   4
E_LUMO (spin up / spin down)   -4.919 / -5.094 eV
Largest force on an atom   0.32 eV Å⁻¹
Total charge   +1

No. 2
# C10H24N3

A gas-phase ion, C10H24N3 (charge +1) (ωB97M-V with the def2-TZVPD basis set, OMol25).

Last column: natural (NBO) charge in e.
CARTESIAN COORDINATES (ANGSTROEM)
C  0.071  -1.354  1.485  -0.599
C  0.286  -1.331  -0.109  -0.128
C  -0.129  3.481  0.825  -0.629
C  -4.335  -0.646  -0.509  -0.644
C  3.359  -0.716  0.726  -0.600
C  2.886  -0.472  -1.758  -0.593
C  0.668  2.523  -0.128  -0.209
C  -3.094  -1.247  0.130  -0.248
C  2.601  0.031  -0.375  -0.259
C  1.050  0.091  -0.238  0.186
N  0.355  1.124  -0.160  -0.609
N  -0.908  -1.769  -0.745  -0.167
N  -2.023  -0.789  -0.839  -0.316
H  -0.149  -2.296  1.829  0.217
H  0.804  -0.959  2.090  0.233
H  1.012  -2.202  -0.292  0.251
H  -1.231  3.268  0.797  0.203
H  0.294  3.429  1.806  0.223
H  -0.022  4.511  0.753  0.242
H  -4.408  -0.659  -1.555  0.216
H  -5.329  -1.087  -0.217  0.253
H  -4.310  0.321  -0.021  0.229
H  4.441  -0.493  0.561  0.234
H  3.233  -1.764  0.599  0.201
H  2.924  -0.538  1.599  0.208
H  2.353  -1.479  -1.967  0.185
H  3.992  -0.580  -1.879  0.221
H  2.576  0.258  -2.575  0.219
H  0.535  2.765  -1.267  0.190
H  1.820  2.725  0.127  0.217
H  -3.181  -2.325  0.255  0.224
H  -3.011  -0.840  1.186  0.236
H  2.930  1.079  -0.514  0.234
H  -0.727  -0.575  1.675  0.202
H  -0.619  -1.897  -1.704  0.387
H  -2.353  -0.854  -1.837  0.397
H  -0.640  1.065  -0.349  0.394

Computed properties:
E   -559.1646 Ha
Orbital gap (spin up / spin down)   5.7 / 6.2 eV
HOMO (spin up / spin down)   -8.5 / -13.6 eV
Spin multiplicity   3
E_LUMO (spin up / spin down)   -2.804 / -7.444 eV
Largest force on an atom   8.45 eV Å⁻¹
Total charge   +1

No. 3
# C10H25B3BrO10P

A molecular structure, C10H25B3BrO10P (ωB97M-V with the def2-TZVPD basis set, OMol25).

Last column: natural (NBO) charge in e.
CARTESIAN COORDINATES (ANGSTROEM)
O  2.055  4.078  5.335  -0.489
C  1.232  3.238  5.445  0.573
Br  -0.550  3.532  4.691  -0.077
C  1.408  1.926  6.125  -0.892
B  1.683  0.767  5.088  1.184
O  2.175  -0.446  5.520  -0.881
B  2.902  -1.095  4.541  1.012
O  2.300  -1.202  3.297  -0.882
B  1.937  0.043  2.834  0.775
P  2.145  0.474  0.923  1.059
O  3.516  1.373  0.932  -0.965
O  1.025  1.649  0.710  -0.977
O  1.450  0.978  3.742  -0.895
H  0.485  1.661  6.643  0.280
H  2.227  2.027  6.833  0.275
H  4.030  -1.417  4.708  -0.098
H  4.195  0.886  0.454  0.500
H  0.194  1.349  1.109  0.502
C  -1.843  0.367  -1.286  -0.263
O  -2.152  0.539  0.094  -0.567
C  -2.923  1.704  0.350  -0.090
C  -4.386  1.380  0.547  -0.088
O  -4.984  0.886  -0.638  -0.550
C  -5.127  -0.522  -0.659  -0.253
H  -1.459  -0.641  -1.425  0.207
H  -2.729  0.502  -1.910  0.178
H  -1.071  1.082  -1.587  0.173
H  -2.801  2.429  -0.459  0.180
H  -2.540  2.160  1.270  0.181
H  -4.916  2.297  0.823  0.186
H  -4.503  0.662  1.365  0.173
H  -5.932  -0.840  0.013  0.166
H  -4.201  -1.026  -0.375  0.179
H  -5.389  -0.808  -1.676  0.191
C  1.083  -2.827  -5.665  -0.253
O  2.118  -1.952  -5.259  -0.551
C  1.649  -0.713  -4.754  -0.089
C  1.667  -0.674  -3.243  -0.089
O  0.742  -1.589  -2.678  -0.559
C  1.347  -2.776  -2.201  -0.256
H  1.528  -3.808  -5.821  0.190
H  0.303  -2.908  -4.904  0.178
H  0.635  -2.489  -6.606  0.166
H  0.640  -0.505  -5.122  0.173
H  2.314  0.069  -5.134  0.184
H  1.375  0.329  -2.912  0.187
H  2.676  -0.870  -2.870  0.175
H  1.895  -2.582  -1.273  0.173
H  2.027  -3.207  -2.940  0.178
H  0.550  -3.489  -1.995  0.188

Computed properties:
E   -4138.5637 Ha
Orbital gap   8.5 eV
HOMO   -8.3 eV
E_LUMO   0.162 eV
Largest force on an atom   1.52 eV Å⁻¹

No. 4
# C10H25Br3N3O4P

A molecular structure, C10H25Br3N3O4P (ωB97M-V with the def2-TZVPD basis set, OMol25).

Last column: natural (NBO) charge in e.
CARTESIAN COORDINATES (ANGSTROEM)
C  5.053  1.160  0.396  -0.448
Br  5.088  2.969  1.258  0.059
Br  6.209  0.035  1.546  0.064
Br  5.657  1.239  -1.461  0.092
H  4.066  0.698  0.399  0.232
O  0.105  -1.431  0.938  -1.120
P  -0.845  -1.652  2.072  2.372
N  -1.393  -3.255  2.155  -0.805
C  -1.265  -4.127  1.001  -0.409
C  -2.448  -3.535  3.041  -0.408
N  -2.240  -0.598  1.867  -0.780
C  -3.224  -0.612  2.974  -0.426
C  -2.836  -0.583  0.486  -0.420
N  -0.113  -1.252  3.559  -0.806
C  0.302  0.100  3.881  -0.402
C  0.370  -2.343  4.498  -0.404
H  -1.359  -5.181  1.262  0.201
H  -0.332  -4.034  0.446  0.236
H  -1.996  -3.764  0.278  0.182
H  -2.575  -2.802  3.838  0.215
H  -2.401  -4.482  3.579  0.196
H  -3.384  -3.483  2.486  0.170
H  -3.860  -1.497  2.963  0.180
H  -2.651  -0.441  3.886  0.213
H  -3.804  0.306  2.875  0.200
H  -3.429  0.270  0.157  0.203
H  -2.058  -0.793  -0.247  0.238
H  -3.594  -1.366  0.449  0.165
H  -0.030  0.380  4.880  0.186
H  1.385  0.154  3.769  0.195
H  -0.204  0.756  3.173  0.226
H  1.169  -1.851  5.053  0.200
H  0.674  -3.263  4.000  0.220
H  -0.286  -2.598  5.331  0.184
C  2.408  4.092  -4.306  -0.268
O  1.359  3.696  -5.083  -0.491
C  1.426  3.938  -6.423  0.991
O  2.422  4.383  -7.020  -0.651
O  0.297  3.523  -7.005  -0.502
C  0.073  3.597  -8.419  -0.258
H  2.393  5.175  -4.187  0.175
H  3.379  3.909  -4.767  0.197
H  2.488  3.811  -3.256  0.207
H  -0.824  4.184  -8.622  0.193
H  -0.175  2.619  -8.832  0.191
H  1.003  3.952  -8.863  0.217

Computed properties:
E   -8924.6222 Ha
Orbital gap   8.4 eV
HOMO   -8.6 eV
E_LUMO   -0.171 eV
Largest force on an atom   3.85 eV Å⁻¹